ORCA calculation (the ωB97M-V functional and the def2-TZVPD basis) on an isolated ion of composition C7H17N2O2 and charge +1 in a non-equilibrium geometry.

```
28
Properties=species:S:1:pos:R:3:forces:R:3:mulliken_charge:R:1
C 4.048 -0.215 0.165 1.8 1.4 1.6 -0.39
N 2.924 -0.369 -0.355 -2.2 0.3 -0.2 0.64
O 2.370 -1.243 -0.999 1.2 -1.0 -0.6 -0.64
O 1.991 0.760 -0.043 2.6 1.2 2.0 -0.37
C 0.899 0.634 -0.726 -2.5 -1.5 -3.4 -0.66
N -0.229 -0.015 0.031 -1.9 0.3 2.1 0.25
C 0.311 -0.880 1.102 2.6 -0.4 -1.0 -1.22
C -1.027 1.024 0.756 0.6 1.9 -1.3 -0.67
C -1.580 2.176 -0.089 -1.9 -0.9 -1.6 -1.01
C -1.302 -0.722 -0.794 1.5 -0.2 -4.4 -0.22
C -2.401 -1.458 -0.082 -1.3 -2.0 0.6 -1.23
H 4.707 -0.990 -0.080 1.0 -0.9 0.0 0.32
H 4.345 0.627 0.850 -0.8 -0.9 -1.2 0.28
H 1.095 -0.181 -1.510 -0.5 1.7 0.2 0.59
H 0.526 1.618 -1.023 0.3 -0.4 -0.4 0.25
H 1.124 -0.287 1.618 -1.7 -0.5 0.2 0.41
H -0.535 -1.244 1.666 0.5 -0.2 0.4 0.59
H 0.964 -1.621 0.556 -1.4 -0.1 0.9 0.39
H -1.843 0.514 1.132 -1.6 -0.9 1.0 0.49
H -0.488 1.418 1.581 0.9 0.2 0.7 0.48
H -2.155 1.706 -1.012 0.9 1.3 2.0 0.26
H -2.366 2.623 0.589 1.0 0.1 -1.0 0.36
H -0.889 2.916 -0.553 -0.4 -0.4 0.9 0.37
H -1.585 0.109 -1.582 0.1 -2.0 1.6 0.39
H -0.802 -1.558 -1.440 -0.3 1.7 1.2 0.31
H -3.009 -2.145 -0.779 0.9 1.6 0.4 0.38
H -1.938 -2.306 0.502 -0.4 1.2 0.0 0.34
H -3.157 -0.889 0.521 0.9 -0.5 -0.5 0.31
```
Positions in Å, forces in eV/Å.

Computed properties:
**Kohn-Sham gap**: 11.07 eV
**DFT total energy**: -14597.866 eV
**Largest force on an atom**: 4.6 eV Å⁻¹
**Net charge**: +1
**SMILES**: C=[N+]([O-])OC[N+](C)(CC)CC

***

ORCA calculation (the ωB97M-V functional and the def2-TZVPD basis) on a 2-piece molecular cluster, C4H9ClOSi overall in a non-equilibrium geometry.

```
16
Properties=species:S:1:pos:R:3:forces:R:3:mulliken_charge:R:1
C -1.524 1.533 -0.090 1.6 2.0 1.0 0.35
C 0.778 -1.571 -0.305 1.6 0.3 1.1 -1.21
C 1.345 0.737 0.956 1.6 -0.2 2.6 -0.78
C 0.449 -0.418 0.626 -1.6 -0.6 -0.7 -0.11
O -0.974 2.581 0.034 -0.8 -1.3 -0.3 -0.42
Si -3.066 0.663 -0.502 2.5 -1.3 -0.5 0.53
Cl -3.419 -0.556 1.115 0.1 -0.1 -0.4 -0.22
H 1.346 -1.309 -1.163 0.7 0.9 -0.9 0.35
H 0.013 -2.151 -0.737 -1.7 -0.4 0.0 0.36
H 1.445 -2.334 0.142 -0.2 0.3 0.4 0.31
H 0.936 1.738 0.741 -0.1 -0.4 0.2 0.21
H 2.415 0.789 0.565 -1.5 -0.7 0.0 0.28
H 1.540 0.670 2.147 -0.5 0.5 -2.4 0.19
H -0.575 -0.518 1.105 1.8 0.3 -0.2 0.44
H -4.227 1.300 -0.771 -2.7 1.4 -0.4 -0.19
H -2.405 0.273 -1.808 -0.7 -0.6 0.5 -0.08
```
Positions in Å, forces in eV/Å.

Computed properties:
**Kohn-Sham gap (alpha / beta)**: 7.30 / 7.49 eV
**DFT total energy**: -26738.032 eV
**Largest force on an atom**: 3.1 eV Å⁻¹

***

ORCA calculation (the ωB97M-V functional and the def2-TZVPD basis) on C24H35N5O2 as an isolated structure in a non-equilibrium geometry.

```
66
Properties=species:S:1:pos:R:3:forces:R:3:mulliken_charge:R:1
C 3.223 -7.218 -2.630 -3.8 0.7 -2.0 -1.43
H 2.974 -7.995 -3.319 0.5 -0.9 -0.3 0.42
H 3.880 -6.562 -3.053 2.5 1.3 -1.1 0.36
C 1.894 -6.371 -2.648 4.0 -2.0 3.3 -0.85
C 2.092 -5.086 -2.073 11.4 -7.5 3.8 -0.69
H 3.017 -4.592 -2.340 -0.1 0.3 -0.4 0.32
H 1.415 -4.573 -1.917 -11.9 9.3 1.0 0.56
C 2.315 -5.398 -0.422 4.4 3.5 -3.0 -1.60
N 2.220 -4.228 0.398 3.6 4.4 -0.8 0.12
C 1.341 -3.836 1.293 -4.9 -3.0 3.7 0.95
O 1.225 -2.932 2.145 1.7 -0.2 -2.2 -0.68
C 0.072 -5.009 1.530 0.3 7.3 -0.9 -1.66
H 0.596 -5.850 1.485 1.4 -4.0 0.9 0.88
H -0.351 -4.561 2.533 0.7 -1.7 -2.1 0.35
C -0.877 -4.899 0.248 6.5 1.7 -0.6 -0.62
H -1.660 -5.208 0.744 -5.4 -1.0 1.1 0.53
C -0.759 -3.460 -0.455 -4.5 -2.3 11.9 0.30
O -0.668 -3.464 -1.564 1.5 1.9 -9.3 -0.42
N -1.287 -2.413 0.512 2.7 -7.2 2.9 0.00
C -1.157 -1.145 0.283 -1.5 0.1 -9.8 0.72
C -1.305 -0.299 1.170 1.6 2.4 10.8 0.24
C -1.248 1.026 1.191 -2.6 3.4 -8.9 -0.54
C -1.410 1.616 -0.183 1.6 -2.4 -0.5 -0.12
N -1.326 2.894 -0.452 -2.3 -0.8 -5.0 -0.16
C -1.748 3.773 0.354 5.7 4.8 4.8 0.42
N -1.625 5.221 0.032 -1.3 -5.2 -0.6 0.26
C -1.024 6.279 0.696 -4.6 0.1 9.6 -0.90
H -1.887 7.119 0.707 2.7 -0.9 -0.4 0.33
H -1.122 5.957 1.937 0.1 0.9 -3.1 0.20
C 0.398 6.620 0.535 -0.9 -6.4 -1.7 -0.83
N 0.331 6.914 -0.831 6.0 2.6 0.0 -0.05
C 1.706 7.308 -1.327 1.6 -1.0 7.0 -1.16
H 1.787 7.677 -2.226 -0.3 1.3 -5.3 0.50
H 2.117 8.202 -0.723 -1.0 -1.2 -0.4 0.31
H 2.581 6.535 -1.123 -2.0 0.8 -0.6 0.32
C -0.114 5.837 -1.538 2.9 -0.7 -6.5 -0.14
H 0.472 4.927 -1.675 0.8 -0.7 1.8 0.35
H 0.259 6.154 -2.579 -2.0 -0.2 0.2 0.48
C -1.472 5.459 -1.342 1.6 2.9 3.3 -2.13
H -2.081 6.227 -1.430 -3.1 3.9 -1.9 0.71
H -1.638 4.737 -1.927 -2.1 -5.8 -4.2 0.74
H 1.119 5.580 0.976 -1.8 2.5 -1.8 0.15
H 0.719 7.338 1.101 1.5 4.4 3.1 0.74
C -1.315 3.403 1.650 -4.2 -1.6 4.0 -0.51
C -1.438 1.983 2.070 2.5 7.2 0.1 1.40
C -1.333 1.834 3.457 0.5 -2.8 2.6 -1.96
H -2.107 1.141 3.678 -1.7 0.0 1.2 0.50
H -1.263 2.691 4.087 -0.3 0.5 0.3 0.43
H -0.571 1.102 3.718 1.0 0.3 0.1 0.43
H -1.458 4.029 2.607 0.4 -0.4 -2.0 -0.09
C -1.432 0.725 -1.365 1.4 0.3 1.7 -0.85
C -1.355 -0.622 -1.143 0.6 2.7 3.8 -0.83
H -1.410 -1.167 -1.972 0.0 -2.9 -2.8 0.65
H -1.288 1.191 -2.375 -0.7 -0.6 1.1 0.33
H -1.080 -0.492 2.268 -0.7 -1.6 -1.0 0.05
H -1.015 -2.631 1.667 -0.9 0.4 -4.6 0.24
H -0.501 -5.620 -0.509 -0.6 0.4 0.4 0.19
C 3.376 -3.240 0.251 -6.9 5.1 1.9 -1.31
H 3.177 -2.380 1.067 0.9 -2.5 -1.2 0.28
H 3.408 -2.530 -0.583 -1.2 -0.6 -0.8 0.41
H 4.277 -3.563 0.175 5.7 -3.2 0.6 0.58
H 1.819 -6.071 0.085 -3.2 -4.1 1.4 0.79
H 3.385 -5.682 -0.289 -0.6 -0.1 -0.3 0.43
H 1.705 -6.313 -3.584 -1.7 0.4 -6.5 0.74
H 1.199 -6.966 -2.201 -2.5 -1.2 1.4 0.43
H 3.534 -7.573 -1.735 0.8 -1.0 2.8 0.42
```
Positions in Å, forces in eV/Å.

Computed properties:
**Kohn-Sham gap**: 7.88 eV
**DFT total energy**: -36983.884 eV
**Largest force on an atom**: 15.2 eV Å⁻¹

***

ORCA calculation (the ωB97M-V functional and the def2-TZVPD basis) on an isolated ion of composition C5H13N2 and charge +1 in a non-equilibrium geometry.

```
20
Properties=species:S:1:pos:R:3:forces:R:3:mulliken_charge:R:1
C 1.495 -0.515 1.623 0.6 -0.5 1.4 -1.42
C 0.402 0.257 0.996 -2.0 1.6 -2.6 -0.28
C -0.872 -0.334 0.442 -0.8 0.7 0.6 -0.03
N -1.998 0.713 0.447 1.6 0.4 -0.8 -0.39
C 0.084 0.014 -0.702 -0.1 0.2 2.8 0.42
C 1.007 -1.020 -1.373 -2.8 0.4 -2.4 -1.13
N -0.487 1.172 -1.398 -0.3 -1.3 -0.3 -0.50
H 2.515 -0.138 1.370 -0.9 0.2 0.5 0.33
H 1.549 -1.557 1.250 -0.4 0.4 0.8 0.30
H 1.287 -0.436 2.760 0.8 -0.6 -1.8 0.36
H 0.139 1.267 1.475 1.0 -1.2 -1.1 0.40
H -1.330 -1.268 0.749 0.6 -0.4 -0.4 0.39
H -2.027 1.300 1.262 -0.1 -0.1 0.8 0.30
H -2.908 0.316 0.277 -0.3 -0.1 -0.2 0.31
H -1.558 1.425 -0.397 -0.4 -1.2 0.5 0.48
H 1.425 -1.634 -0.617 0.7 -0.5 0.2 0.24
H 1.704 -0.444 -1.991 0.4 -0.4 0.4 0.35
H 0.430 -1.717 -2.149 1.0 1.4 1.7 0.31
H 0.198 1.723 -1.829 1.4 1.3 -0.3 0.27
H -1.056 0.876 -2.192 -0.1 -0.3 0.0 0.30
```
Positions in Å, forces in eV/Å.

Computed properties:
**Kohn-Sham gap**: 10.57 eV
**DFT total energy**: -8367.764 eV
**Largest force on an atom**: 3.7 eV Å⁻¹
**Net charge**: +1
**SMILES**: C[C@@H]1[C@@H]([NH3+])[C@@]1(C)N

***

ORCA calculation (the ωB97M-V functional and the def2-TZVPD basis) on C26H18BF16N3O3Pt as an isolated structure in a non-equilibrium geometry.

```
68
Properties=species:S:1:pos:R:3:forces:R:3:mulliken_charge:R:1
Pt 0.535 -0.898 -0.070 -0.1 -1.1 0.4 1.23
C -4.027 -0.024 -4.567 0.0 0.0 0.0 -1.68
C -3.302 0.094 -3.250 0.0 0.0 0.0 0.73
C -2.665 1.270 -2.879 0.0 0.0 0.0 -1.04
C -1.939 1.319 -1.708 0.0 0.1 -0.1 0.37
C -1.820 0.212 -0.870 0.2 0.1 0.3 -0.25
N -0.932 0.321 0.236 -0.7 0.2 -0.1 0.30
C -1.079 1.252 1.208 0.1 0.0 -0.2 0.95
C -2.317 1.940 1.322 0.0 0.0 0.1 -0.25
C -2.516 2.963 2.219 -0.1 0.0 0.0 -1.30
C -1.503 3.379 3.081 0.0 0.0 0.0 0.40
C -1.703 4.500 4.072 0.0 0.0 0.0 -1.55
C -0.313 2.677 3.013 0.1 0.0 0.0 -0.89
C -0.065 1.618 2.139 0.0 0.0 0.0 -0.58
C 1.308 0.908 2.205 0.0 0.2 0.1 1.34
O 1.379 -0.349 1.711 0.5 0.4 0.1 -1.02
C 2.385 1.810 1.504 -0.1 -0.2 -0.1 0.71
F 2.371 3.106 1.880 0.0 0.0 0.0 -0.29
F 2.218 1.806 0.170 0.0 0.0 0.1 -0.25
F 3.636 1.353 1.737 0.0 0.1 0.0 -0.32
C 1.760 0.738 3.708 -0.1 0.0 -0.2 0.33
F 0.733 0.373 4.490 0.1 0.0 0.0 -0.27
F 2.291 1.866 4.257 0.0 -0.1 0.1 -0.30
F 2.702 -0.204 3.842 0.0 0.1 0.0 -0.24
C -2.459 -0.988 -1.223 0.0 0.0 0.0 -1.13
C -3.196 -1.003 -2.409 0.0 0.0 0.1 -0.72
C -2.311 -2.246 -0.323 0.0 0.0 0.0 2.31
O -1.073 -2.489 0.141 -0.1 0.0 -0.6 -1.01
C -3.305 -2.074 0.884 0.1 0.0 -0.1 0.53
F -2.781 -1.301 1.834 -0.1 0.0 0.0 -0.19
F -3.614 -3.254 1.472 0.0 0.0 0.0 -0.33
F -4.491 -1.517 0.532 0.0 0.0 0.0 -0.33
C -2.757 -3.535 -1.097 0.1 0.2 0.0 0.20
F -4.099 -3.607 -1.350 0.0 -0.1 0.0 -0.31
F -2.455 -4.657 -0.427 0.0 0.0 0.0 -0.29
F -2.131 -3.618 -2.281 -0.1 -0.1 0.1 -0.20
H -4.388 0.949 -4.909 0.0 0.0 0.0 0.41
H -4.881 -0.700 -4.491 0.0 0.0 0.0 0.38
H -3.360 -0.418 -5.339 0.0 0.0 0.0 0.27
H -2.697 2.137 -3.533 0.0 0.0 0.0 0.25
H -1.408 2.220 -1.425 0.0 0.0 0.0 0.53
H -3.128 1.631 0.677 0.0 0.0 0.0 0.50
H -3.489 3.446 2.257 0.0 0.0 0.0 0.32
H -2.404 5.247 3.689 0.0 0.0 0.0 0.37
H -0.760 5.010 4.283 0.0 0.0 0.0 0.38
H -2.101 4.146 5.029 0.0 0.0 0.0 0.28
H 0.477 2.982 3.689 0.0 0.0 0.0 0.43
H -3.701 -1.907 -2.714 0.0 0.0 0.0 0.41
F 2.651 -0.703 -4.037 -0.1 0.0 -0.1 -0.45
B 1.224 -0.651 -4.044 0.1 0.0 0.1 0.24
F 0.797 0.483 -4.756 0.1 -0.1 0.1 -0.41
F 0.703 -1.818 -4.617 0.1 0.1 0.0 -0.42
F 0.812 -0.545 -2.683 -0.1 0.0 -0.3 -0.14
N 5.250 0.523 -1.389 0.0 0.0 0.0 -0.22
C 5.636 -0.664 -0.868 0.0 0.0 0.0 0.24
O 6.804 -1.024 -0.822 0.0 0.1 0.0 -0.72
C 4.529 -1.508 -0.321 0.1 0.0 -0.2 0.54
C 4.776 -2.372 0.737 0.3 0.0 0.1 -0.34
C 3.745 -3.121 1.258 -0.2 -0.1 0.0 -0.79
C 2.469 -2.947 0.733 0.1 -0.1 -0.1 -0.24
N 2.232 -2.123 -0.285 0.0 0.4 0.5 -0.42
C 3.247 -1.439 -0.829 -0.1 -0.1 -0.3 -0.74
H 5.952 1.116 -1.791 0.0 0.0 0.0 0.21
H 4.295 0.838 -1.353 0.0 0.0 0.0 0.16
H 5.779 -2.430 1.140 0.0 0.0 0.0 0.43
H 3.899 -3.792 2.091 0.0 0.0 0.0 0.38
H 1.594 -3.446 1.130 0.0 0.1 0.1 0.51
H 2.981 -0.862 -1.709 0.0 0.1 0.1 0.94
```
Positions in Å, forces in eV/Å.

Computed properties:
**Kohn-Sham gap**: 6.04 eV
**DFT total energy**: -85280.704 eV
**Largest force on an atom**: 1.1 eV Å⁻¹
**Net charge**: -2

***

ORCA calculation (the ωB97M-V functional and the def2-TZVPD basis) on one molecule with the formula C6H6Cl2O in a non-equilibrium geometry.

```
15
Properties=species:S:1:pos:R:3:forces:R:3:mulliken_charge:R:1
C 0.986 1.127 0.845 2.1 -2.6 1.6 -1.19
C 0.117 0.015 1.271 -1.2 -1.2 3.1 0.19
C -0.625 -0.305 2.463 2.2 -0.2 -4.2 -0.06
Cl -0.921 0.391 3.963 -0.1 0.3 0.1 -0.19
C -0.940 -1.659 1.878 0.9 1.3 0.1 0.15
O -1.485 -2.628 2.239 -1.1 -1.6 0.7 -0.53
C -0.160 -1.327 0.597 0.0 1.4 -0.8 1.18
C -0.978 -1.161 -0.708 1.5 -1.8 3.7 -1.79
Cl 1.306 -2.444 0.357 -1.0 1.0 0.2 -0.22
H 0.628 1.699 0.094 -1.2 1.2 -3.2 0.37
H 2.036 0.725 0.608 -1.5 0.7 0.3 0.26
H 1.019 1.842 1.610 0.5 0.9 1.6 0.41
H -1.068 -2.094 -1.093 -0.4 -2.8 -1.6 0.46
H -0.588 -0.537 -1.378 2.1 2.5 -2.6 0.47
H -1.912 -0.828 -0.490 -2.8 1.0 0.9 0.48
```
Positions in Å, forces in eV/Å.

Computed properties:
**Kohn-Sham gap**: 9.86 eV
**DFT total energy**: -33409.691 eV
**Largest force on an atom**: 4.7 eV Å⁻¹
**SMILES**: CC1=C(Cl)C(=O)[C@]1(C)Cl

***

Values of energy above the lowest of the compared OMol25 structures with the same formula, charge and spin, in order: 107.6 128.6 463.6 70.2 66.4 52.8, all in kcal per mole.